The following is a DFT calculation (wB97M-V/def2-TZVPD) of C19H28BrMnN3OSeSi as an isolated structure.

```
55
Properties=species:S:1:pos:R:3:forces:R:3:lowdin_charge:R:1
Mn -0.300400 -0.535700 -0.080500 -2.479 -0.293 -1.166 0.412
Br -0.091400 3.310700 -0.139800 0.117 0.024 -0.097 0.276
N 1.297300 -3.067100 -0.681900 -0.884 1.329 0.226 0.250
C 0.666900 -2.104200 -0.516200 1.538 -1.817 -0.232 -0.064
H 1.864900 -3.881700 -0.792100 0.100 -0.215 -0.087 0.127
N -1.655400 -2.420000 -2.568400 0.534 0.139 -0.338 0.168
C -2.394100 -2.404600 -1.447800 -0.126 0.123 0.479 -0.352
C -3.527700 -3.238600 -1.323900 0.098 0.072 0.109 0.015
C -4.279900 -3.203900 -0.180800 0.308 0.216 -0.096 -0.018
C -3.918100 -2.315200 0.840900 0.158 0.027 0.033 -0.046
C -2.804700 -1.541800 0.664900 -0.384 0.073 0.403 -0.161
N -2.022800 -1.579500 -0.440900 -0.306 -0.181 -0.093 -0.051
H -1.913700 -3.012400 -3.339300 0.013 0.066 0.020 0.126
H -0.903100 -1.760100 -2.712700 -0.282 -0.179 -0.031 0.100
H -3.772900 -3.905800 -2.134800 -0.038 -0.032 -0.110 0.126
H -5.141300 -3.841600 -0.066400 -0.099 -0.089 -0.042 0.127
H -4.486700 -2.251800 1.752300 -0.056 0.061 0.112 0.118
H -2.502400 -0.828900 1.433600 -0.057 -0.172 -0.121 0.102
C 0.936400 2.169100 6.655100 -0.038 0.098 0.275 -0.019
C 1.323300 1.758200 5.285500 0.257 -0.141 -0.511 -0.211
C 0.852400 0.561900 4.729400 0.026 0.109 -0.070 0.022
C 1.129400 0.212800 3.428000 0.006 0.303 -0.204 -0.171
C 0.724300 -1.137700 2.920900 -0.397 -0.121 -0.372 -0.017
C 1.881800 1.112300 2.612000 -0.078 -0.194 0.423 -0.100
C 1.897700 1.015500 1.193300 0.108 0.604 0.292 -0.136
O 1.091600 0.346200 0.508000 2.228 0.779 0.983 -0.248
C 2.518800 2.236500 3.223700 -0.357 -0.354 -0.187 -0.179
C 3.497800 3.089100 2.491500 0.149 0.145 -0.137 -0.023
C 2.205600 2.536100 4.532600 -0.111 -0.118 0.112 0.024
H 0.301300 1.426800 7.128900 -0.030 0.002 0.086 0.087
H 0.403000 3.120500 6.620300 -0.040 0.002 0.014 0.103
H 1.818200 2.331700 7.274900 0.028 -0.025 0.034 0.104
H 0.259200 -0.098500 5.345100 -0.022 -0.116 0.051 0.128
H 0.415100 -1.784900 3.737700 -0.033 0.005 0.028 0.099
H 1.563300 -1.610800 2.409000 -0.079 -0.063 -0.036 0.097
H -0.129600 -1.083800 2.208500 0.276 -0.079 0.432 0.051
H 2.594400 1.661600 0.650300 -0.110 -0.206 -0.078 0.139
H 3.056900 3.587300 1.629700 -0.023 0.077 -0.057 0.084
H 4.333100 2.483600 2.141900 0.098 0.042 -0.052 0.105
H 3.888700 3.857400 3.152300 0.048 0.028 -0.026 0.093
H 2.660900 3.399800 4.993300 0.033 0.130 0.037 0.134
C -4.877800 1.634800 0.563500 0.545 0.536 -0.392 -0.202
Si -3.711800 2.951300 -0.162300 0.002 -0.315 0.169 0.520
C -3.974700 3.426900 -1.976800 0.171 -0.205 0.770 -0.198
C -3.243400 4.310900 1.074500 0.023 -0.594 -0.580 -0.208
Se -1.553800 1.550100 -0.454300 -0.454 0.408 0.088 0.351
H -5.873500 2.066400 0.623200 -0.221 0.118 -0.025 0.042
H -4.597400 1.341100 1.573600 0.147 0.073 0.031 0.036
H -4.948200 0.741900 -0.054900 0.040 -0.018 -0.115 0.026
H -4.850100 4.064500 -2.066800 -0.189 0.138 0.074 0.044
H -4.140000 2.553800 -2.606300 0.019 -0.106 0.088 0.039
H -3.126500 3.981100 -2.375700 0.095 0.022 0.080 0.040
H -4.084000 4.993000 1.174800 -0.266 0.063 -0.063 0.046
H -2.389900 4.901900 0.750700 0.002 -0.017 -0.106 0.000
H -3.028000 3.913400 2.065200 -0.010 -0.163 -0.023 0.043
```
Forces are in eV/Å.

- Molar mass: 556.341 Da
- 2S+1: 2
- Highest occupied orbital energy (alpha / beta): -14.34 / -14.27 eV
- Kohn-Sham gap (alpha / beta): 7.44 / 7.64 eV
- F_max: 2.76 eV/A
- LUMO energy (alpha / beta): -6.894 / -6.635 eV
- Total charge: +2

=====

The following is a DFT calculation (wB97M-V/def2-TZVPD) of one molecule with the formula C2H3N3O2.

```
10
Properties=species:S:1:pos:R:3:forces:R:3:lowdin_charge:R:1
C 0.450213 0.059402 -0.095372 0.028 0.151 -1.064 -0.385
C -1.320452 0.816224 -1.090957 1.038 0.488 -1.658 -0.216
H 2.630894 -1.077917 1.339007 1.220 -0.591 0.794 0.069
H -2.053692 1.226146 -1.838274 0.995 -0.319 1.010 0.159
H -0.884404 -0.301104 1.617911 0.789 -0.150 -1.519 0.170
N 1.709279 -0.228658 0.092284 -3.521 1.084 -0.804 0.035
N -0.042218 0.742688 -1.216185 -0.305 0.505 -0.433 0.138
N -0.722571 -0.414849 0.582960 -0.083 0.188 1.726 0.115
O 1.700953 -0.992659 1.243165 0.032 -0.508 0.876 -0.078
O -1.836301 0.268265 -0.019926 -0.193 -0.848 1.071 -0.008
```
Forces are in eV/Å.

- Molar mass: 101.065 Da
- 2S+1: 1
- Highest occupied orbital energy: -8.56 eV
- Kohn-Sham gap: 9.28 eV
- F_max: 3.77 eV/A
- LUMO energy: 0.726 eV

=====

The following is a DFT calculation (wB97M-V/def2-TZVPD) of a 2-piece molecular cluster, C32H40N3O6 overall.

```
81
Properties=species:S:1:pos:R:3:forces:R:3:lowdin_charge:R:1
H 0.452771 2.915143 0.627386 0.318 1.035 -0.140 0.129
C 0.728852 3.994852 0.395251 0.677 -0.530 0.106 -0.091
H 1.830228 4.039102 0.320298 -0.376 -0.341 0.093 0.123
C 0.149232 4.417472 -0.927608 -0.205 -0.015 -0.867 -0.116
C 0.657896 3.871668 -2.220033 -1.053 0.844 0.078 -0.455
O 0.157956 4.124903 -3.304764 0.549 -0.409 0.775 0.082
O 1.740391 3.089332 -2.062710 -0.218 -0.033 -0.761 -0.010
C 2.236467 2.602322 -3.336505 0.240 -0.238 0.154 -0.208
C 3.510357 1.866274 -3.013802 0.590 -0.116 0.032 -0.067
C -0.844584 5.321894 -1.025624 0.186 -0.155 0.305 -0.019
N -1.298418 5.966152 0.100099 -1.116 0.637 -0.128 0.034
C -0.715991 5.809278 1.335878 0.240 -0.335 -0.217 -0.019
C 0.296390 4.933812 1.494256 -0.232 0.253 0.765 -0.109
C 0.957757 4.953207 2.833376 -1.031 0.728 -0.027 -0.456
O 0.563923 5.634644 3.770095 0.436 -0.716 -0.808 0.078
O 2.035489 4.157814 2.901372 -0.344 0.334 0.550 -0.008
C 2.638835 4.202638 4.219133 0.490 -0.351 -0.039 -0.219
C 3.852602 3.313069 4.124927 0.421 -0.178 0.012 -0.077
H 1.484453 1.941168 -3.791128 0.128 0.272 0.131 0.127
H 2.418951 3.445714 -4.014461 -0.161 -0.218 0.217 0.133
H 3.923574 1.388018 -3.912372 -0.128 0.120 0.160 0.085
H 4.274558 2.563186 -2.631825 -0.297 -0.302 -0.075 0.094
H 3.338955 1.084286 -2.258295 0.093 0.393 -0.259 0.036
H -1.328865 5.590891 -1.970345 0.411 -0.131 0.381 0.148
H -2.035274 6.658573 -0.001846 0.396 -0.387 0.050 0.153
H -1.122472 6.422074 2.147321 0.434 -0.222 -0.349 0.148
H 2.912065 5.235897 4.464348 -0.193 -0.251 -0.063 0.131
H 1.922302 3.832927 4.964090 0.102 0.205 -0.237 0.129
H 4.352270 3.232624 5.096643 -0.120 0.032 -0.140 0.082
H 3.571361 2.300592 3.801456 0.080 0.267 0.083 0.075
H 4.580973 3.721500 3.408832 -0.242 -0.155 0.179 0.084
C 2.518939 -3.034192 -6.291250 0.239 -0.174 -0.178 -0.172
C 2.484098 -2.264553 -4.972851 0.506 0.084 0.109 -0.141
N 2.255964 -3.222386 -3.887301 -0.463 0.453 0.758 -0.098
C 1.889223 -2.693323 -2.630269 -0.025 -0.003 -0.533 -0.183
C 2.424017 -1.472511 -2.168688 -0.118 0.342 0.048 0.014
C 1.936572 -0.871525 -1.026208 -0.102 -0.235 -0.112 0.022
C 0.844099 -1.450872 -0.319178 0.104 0.229 -0.254 -0.192
C 0.290945 -0.719501 0.750588 0.074 -1.074 -0.246 0.111
C -0.922080 -1.110122 1.378447 -0.632 0.130 0.297 -0.213
C -2.032296 -1.590358 0.624079 0.091 0.050 0.249 -0.007
C -3.243752 -1.841852 1.246648 0.218 0.171 0.149 0.018
C -3.352449 -1.749251 2.650696 -0.240 0.025 0.090 -0.196
N -4.584631 -1.968352 3.313913 0.670 0.455 -0.245 -0.103
C -5.798735 -1.563242 2.598102 0.052 -0.389 -0.247 -0.148
C -6.983847 -1.674195 3.552182 -0.167 -0.352 -0.065 -0.174
O -7.111403 -3.017799 4.029306 0.601 0.442 -0.002 -0.133
C -5.953917 -3.460333 4.737256 -0.251 0.074 0.120 -0.179
C -4.662686 -3.287626 3.942447 -0.134 -0.456 -0.236 -0.137
C -2.208964 -1.411342 3.417357 -0.017 -0.021 0.078 0.017
C -1.048013 -1.007436 2.794942 -0.074 0.042 -0.511 0.009
C 0.378575 -2.747782 -0.737476 0.355 -0.110 -0.400 0.016
C 0.925256 -3.372212 -1.845474 -0.062 0.292 0.473 0.030
C 3.218195 -4.317283 -3.829271 0.534 -0.123 -0.014 -0.134
C 3.378269 -4.984313 -5.192195 -0.087 -0.199 -0.391 -0.176
O 3.516818 -4.059989 -6.271902 -0.428 0.309 0.600 -0.130
H 1.511504 -3.448167 -6.508444 0.472 0.068 0.089 0.135
H 2.832896 -2.365887 -7.109698 -0.319 -0.218 0.329 0.136
H 3.438290 -1.713327 -4.840312 -0.258 -0.202 -0.126 0.129
H 1.660810 -1.538410 -4.984804 0.179 -0.171 0.010 0.137
H 3.230474 -1.001988 -2.726144 -0.214 -0.115 0.083 0.106
H 2.349117 0.069400 -0.650717 -0.090 -0.289 -0.222 0.122
H 0.852567 0.136600 1.147654 -0.140 -0.373 -0.080 0.143
H -1.943651 -1.732721 -0.455660 -0.094 0.324 0.374 0.125
H -4.110852 -2.127426 0.653735 0.252 0.076 0.145 0.118
H -5.681535 -0.525858 2.249078 -0.007 -0.322 0.121 0.139
H -5.976307 -2.218870 1.718985 -0.122 0.245 0.310 0.126
H -6.869685 -0.952135 4.386860 -0.068 -0.366 -0.276 0.135
H -7.922722 -1.486493 3.009017 0.376 0.136 0.251 0.134
H -5.859245 -2.934335 5.705769 -0.177 -0.119 -0.284 0.131
H -6.135467 -4.531764 4.903546 0.206 0.376 0.175 0.134
H -4.615141 -4.083320 3.167977 0.004 0.284 0.166 0.137
H -3.793991 -3.410310 4.599691 -0.206 -0.065 -0.055 0.127
H -2.278220 -1.406009 4.507617 -0.082 0.096 -0.373 0.130
H -0.181376 -0.645019 3.352521 -0.380 -0.114 0.018 0.129
H -0.418243 -3.250985 -0.191893 0.376 0.113 -0.037 0.120
H 0.580931 -4.356669 -2.166437 0.033 0.331 0.081 0.132
H 4.215839 -3.953901 -3.494888 -0.429 0.028 -0.080 0.140
H 2.864141 -5.041831 -3.086289 0.157 0.008 -0.198 0.130
H 4.322051 -5.548737 -5.212821 -0.462 -0.022 0.127 0.135
H 2.526613 -5.670509 -5.371688 0.276 0.291 -0.048 0.132
```
Forces are in eV/Å.

- Molar mass: 562.687 Da
- 2S+1: 1
- Highest occupied orbital energy: -9.88 eV
- Kohn-Sham gap: 4.61 eV
- F_max: 1.35 eV/A
- LUMO energy: -5.277 eV
- Total charge: +1

=====

The following is a DFT calculation (wB97M-V/def2-TZVPD) of an isolated ion of composition C6H13N3 and charge +2.

```
22
Properties=species:S:1:pos:R:3:forces:R:3:lowdin_charge:R:1
C -1.820072 0.989508 -0.253430 0.469 -0.107 0.333 0.010
C -0.517747 1.422222 -0.174200 3.294 -1.175 1.604 0.049
C 2.000348 -1.131511 -0.066171 0.440 -2.325 0.586 -0.077
C -3.447324 -0.832413 0.011965 -1.148 2.946 0.934 0.054
C 2.872924 0.110204 0.064423 -1.138 0.123 -0.378 -0.097
C 1.887700 1.262961 -0.112848 1.080 0.677 -0.834 -0.032
N 0.591124 -0.687148 0.181649 2.469 0.691 0.371 0.121
N -2.087990 -0.158573 0.244784 -3.472 -1.617 -1.384 0.061
N 0.546373 0.629784 0.111053 -2.880 0.480 -1.354 -0.018
H -2.504089 1.662153 -0.745607 -0.697 -0.434 -0.256 0.181
H -0.183915 2.401693 -0.272503 -0.085 1.720 -0.344 0.137
H 2.319367 -1.938171 0.673074 -0.740 1.053 -0.784 0.165
H 2.036915 -1.633509 -1.067484 -0.090 0.680 0.654 0.155
H -0.172450 -1.361354 0.139838 0.085 0.750 -0.222 0.175
H -3.346484 -1.864190 -0.097316 0.488 -1.688 0.208 0.075
H -3.982733 -0.526051 0.948919 -0.003 -0.829 -0.887 0.131
H -4.064628 -0.484239 -0.881794 1.441 0.141 1.072 0.142
H 3.364887 0.201620 1.005526 0.388 -0.259 0.642 0.125
H 3.577703 0.060774 -0.741250 0.589 0.356 -0.217 0.133
H 1.832554 1.569018 -1.181353 0.094 -0.093 0.653 0.164
H 2.086271 2.209055 0.489562 -0.674 -1.472 -0.380 0.185
H -1.543641 -0.625791 0.961053 0.089 0.382 -0.019 0.161
```
Forces are in eV/Å.

- Molar mass: 127.191 Da
- 2S+1: 1
- Highest occupied orbital energy (alpha / beta): -18.61 / -18.62 eV
- Kohn-Sham gap (alpha / beta): 8.06 / 8.06 eV
- F_max: 4.07 eV/A
- LUMO energy (alpha / beta): -10.553 / -10.554 eV
- Total charge: +2

=====

The following is a DFT calculation (wB97M-V/def2-TZVPD) of a 11-piece molecular cluster, C6H36NO11 overall.

```
54
Properties=species:S:1:pos:R:3:forces:R:3:lowdin_charge:R:1
C -2.944586 1.665027 0.061154 0.824 -1.018 2.248 -0.184
O -2.011905 2.591643 0.527658 0.495 0.285 -0.353 -0.080
C -2.566492 0.297272 0.883502 -0.210 2.342 -1.531 -0.224
C -1.092253 0.021478 0.780646 0.557 0.163 -0.745 -0.346
C -0.650337 -0.202339 -0.685972 1.009 -0.947 0.288 -0.034
C -0.702237 -1.165171 1.661454 -1.350 -1.083 1.806 -0.221
C 0.778193 -1.220393 2.051963 0.183 0.078 -1.798 -0.069
N -3.410074 -0.826746 0.346764 -1.354 -1.693 0.903 0.208
H -2.913945 1.617396 -1.022743 -0.399 -0.474 -0.212 0.118
H -3.899981 1.977611 0.504569 -0.048 0.007 -0.788 0.130
H -1.100854 2.344134 0.229724 -0.988 0.783 0.123 0.051
H -2.852089 0.615835 1.882399 -0.103 -0.791 0.267 0.154
H -0.502013 0.942487 1.022954 -0.935 -1.018 0.859 0.117
H -0.596591 -1.280144 -0.898601 0.047 0.186 -0.019 0.071
H -1.235797 0.214442 -1.504908 -0.086 0.433 0.292 0.091
H 0.386832 0.179935 -0.716909 -0.629 -0.248 -0.458 0.064
H -1.381314 -1.250458 2.595171 1.045 0.745 -1.083 0.138
H -1.017902 -2.108227 1.152920 0.523 0.439 -0.011 0.105
H 1.153477 -0.204822 2.247426 -0.048 -0.443 0.052 0.058
H 1.290397 -1.625857 1.148513 0.124 0.491 0.595 0.078
H 1.052861 -1.899107 2.844710 -0.328 -0.095 0.400 0.075
H -2.972320 -1.790967 0.144196 -0.251 1.870 0.179 0.166
H -3.881714 -0.528685 -0.517494 0.478 -0.504 -0.323 0.117
H -4.220008 -1.063697 0.977574 1.078 0.382 -0.456 0.193
H 3.726036 0.898183 3.438826 0.547 0.198 -0.785 0.075
H 2.599869 1.681819 2.910243 0.271 -0.094 -1.093 0.010
O 3.491599 1.373314 2.614282 -0.500 -0.365 1.745 -0.082
H 3.918270 -0.034576 0.856924 -0.635 -0.041 0.670 0.024
H 4.222925 0.120707 -0.533446 -0.496 -0.142 -0.257 0.043
O 3.530599 -0.284418 0.013001 0.424 -0.563 -0.405 -0.088
H 1.090271 2.691527 1.685895 -0.117 0.406 -0.234 0.015
H 1.115371 2.955775 3.231472 -0.216 0.484 -0.007 0.066
O 0.948132 2.298032 2.556748 0.006 -0.606 0.525 -0.050
H 0.640664 -2.896004 -2.416418 0.560 0.542 -0.530 0.016
H 0.068072 -4.008965 -3.454091 0.460 0.411 -0.471 0.067
O 0.116157 -3.682670 -2.560544 -0.718 -0.790 1.037 -0.025
H 2.256012 1.792169 -1.521728 -0.285 0.593 -0.629 0.054
H 1.313760 1.270465 -2.524535 -0.322 0.145 -0.320 0.040
O 1.598647 2.129937 -2.182704 1.089 -0.935 0.981 -0.058
H -4.285664 -1.682496 -2.973846 0.038 -0.075 -0.203 0.057
H -3.077358 -2.322715 -2.180507 -0.350 -0.205 -0.038 0.007
O -3.819319 -1.684615 -2.137941 -0.098 0.523 0.045 -0.078
H 4.896196 2.746035 -0.345879 0.455 -0.189 -0.588 0.059
H 4.220641 2.377620 0.901713 0.400 -1.553 -0.868 0.066
O 4.578577 1.937169 0.071016 -0.378 2.573 1.286 -0.084
H 0.335759 4.244870 0.071502 -0.072 -0.544 0.084 0.099
H 1.011829 3.172760 -0.817214 -0.412 -0.264 0.140 0.036
O 0.539049 3.292019 0.034681 0.469 0.794 -0.316 -0.060
H 2.669113 -1.508834 -2.511199 0.298 0.118 0.440 0.061
H 2.135043 -0.943808 -1.102858 0.504 -0.505 -1.151 0.021
O 1.895380 -1.192459 -2.036851 -0.672 0.166 0.511 -0.080
H -1.377203 -3.830007 -1.715678 0.156 0.129 -0.143 0.010
H -2.759681 -4.520322 -1.643709 -0.030 0.117 0.137 0.075
O -2.308095 -3.691159 -1.443830 -0.012 -0.216 0.205 -0.072
```
Forces are in eV/Å.

- Molar mass: 298.350 Da
- 2S+1: 1
- Highest occupied orbital energy: -12.99 eV
- Kohn-Sham gap: 10.61 eV
- F_max: 2.90 eV/A
- LUMO energy: -2.382 eV
- Total charge: +1